Here is C28H30AlF5N5O5Sb as an isolated structure from the OMol25 dataset. Energies are from ωB97M-V/def2-TZVPD.

The calculation puts the calculated total energy at -2717.1335 Ha. As for the total charge: 0. For the energy above the lowest of the compared OMol25 structures with the same formula, charge and spin, the calculation gives 10.9 kJ/mol.

Positions of all 75 atoms, in Å:
Al: 0.083 1.040 0.746
O: -0.037 -0.578 7.440
C: -1.041 -0.121 6.876
O: -2.192 0.147 7.265
C: -0.824 0.178 5.367
C: -1.872 0.683 4.602
C: -1.678 0.941 3.268
N: -0.499 0.724 2.661
C: 0.519 0.237 3.403
C: 0.397 -0.048 4.743
C: 1.777 0.012 2.605
O: 2.765 -0.479 3.077
O: 1.649 0.404 1.344
H: -2.820 0.857 5.093
H: -2.481 1.335 2.652
H: 1.228 -0.444 5.310
N: -3.781 1.688 -0.342
C: -3.929 0.321 -0.457
C: -2.721 -0.215 -0.137
N: -1.852 0.803 0.163
C: -2.521 1.931 0.038
C: -1.814 3.158 0.384
N: -0.615 3.024 0.906
C: -0.122 4.287 1.108
C: -1.059 5.193 0.711
N: -2.128 4.457 0.253
H: -4.503 2.369 -0.504
H: -4.859 -0.131 -0.750
H: -2.411 -1.245 -0.111
H: 0.860 4.458 1.513
H: -1.062 6.269 0.710
H: -2.972 4.839 -0.139
C: -1.139 -2.470 -2.948
C: -0.197 -3.209 -1.992
C: 0.798 -4.072 -2.768
Sb: 0.653 -1.776 -0.595
C: 1.319 -3.078 1.000
C: 1.771 -4.472 0.576
C: 0.198 -3.164 2.038
C: 2.500 -1.170 -1.533
C: 3.636 -2.184 -1.435
C: 2.244 -0.716 -2.970
H: -1.663 -3.178 -3.599
H: -0.586 -1.781 -3.592
H: -1.892 -1.881 -2.420
H: -0.794 -3.858 -1.341
H: 1.402 -3.469 -3.446
H: 0.258 -4.802 -3.382
H: 1.473 -4.621 -2.119
H: 2.165 -2.540 1.436
H: 0.952 -5.037 0.123
H: 2.104 -5.034 1.454
H: 2.597 -4.446 -0.132
H: -0.676 -3.686 1.632
H: -0.134 -2.181 2.380
H: 0.531 -3.720 2.919
H: 2.755 -0.297 -0.931
H: 3.412 -3.104 -1.978
H: 3.861 -2.443 -0.401
H: 4.545 -1.759 -1.871
H: 2.036 -1.559 -3.630
H: 3.129 -0.206 -3.366
H: 1.404 -0.021 -3.041
F: -0.425 5.093 -4.815
C: -0.136 4.221 -3.846
C: -0.796 3.012 -3.771
F: -1.732 2.705 -4.673
C: -0.498 2.118 -2.757
F: -1.174 0.955 -2.711
C: 0.468 2.386 -1.787
O: 0.756 1.547 -0.821
C: 1.109 3.624 -1.888
F: 2.018 3.958 -0.964
C: 0.820 4.523 -2.893
F: 1.447 5.700 -2.938

Here is C28H30AuN3O2S4 as an isolated structure from the OMol25 dataset. Energies are from ωB97M-V/def2-TZVPD.

The calculation puts the calculated total energy at -3127.5966 Ha. As for the total charge: +2. For the energy above the lowest of the compared OMol25 structures with the same formula, charge and spin, the calculation gives 35.0 kJ/mol.

Positions of all 68 atoms, in Å:
Au: 0.149 1.871 -0.148
O: 2.100 1.907 0.449
S: 3.117 0.724 0.362
C: 3.381 0.371 2.114
C: 2.160 -0.200 2.839
C: 1.969 -1.712 2.706
C: 1.696 -2.197 1.287
S: 0.094 -1.625 0.652
O: 0.478 -0.290 -0.045
C: -0.036 -2.820 -0.657
C: 0.332 -2.485 -1.945
C: 0.244 -3.460 -2.931
C: -0.204 -4.733 -2.614
C: -0.562 -5.050 -1.307
C: -0.484 -4.089 -0.315
C: 4.658 1.512 0.009
C: 4.873 2.844 0.341
C: 6.125 3.388 0.103
C: 7.127 2.611 -0.466
C: 6.887 1.288 -0.811
C: 5.641 0.726 -0.575
H: 3.674 1.333 2.539
H: 4.242 -0.303 2.134
H: 1.263 0.331 2.507
H: 2.283 0.040 3.895
H: 1.141 -2.019 3.348
H: 2.860 -2.223 3.078
H: 1.648 -3.284 1.237
H: 2.435 -1.856 0.562
H: 0.675 -1.486 -2.174
H: 0.530 -3.224 -3.947
H: -0.283 -5.484 -3.388
H: -0.906 -6.046 -1.064
H: -0.772 -4.321 0.703
H: 4.079 3.436 0.776
H: 6.321 4.418 0.365
H: 8.102 3.042 -0.647
H: 7.664 0.697 -1.276
H: 5.443 -0.305 -0.844
S: -0.549 6.184 -0.198
C: 1.127 5.943 -0.464
C: 1.490 4.627 -0.526
C: 0.344 3.826 -0.345
C: -0.822 4.502 -0.166
C: -2.043 3.735 -0.091
C: -3.333 4.218 -0.036
C: -4.392 3.322 -0.058
C: -4.136 1.963 -0.135
C: -2.829 1.524 -0.164
N: -1.811 2.389 -0.135
H: 1.775 6.800 -0.563
H: 2.491 4.276 -0.710
H: -3.502 5.285 0.012
H: -5.409 3.686 -0.021
H: -4.933 1.235 -0.177
H: -2.591 0.468 -0.207
S: -3.122 -1.842 -0.435
C: -4.689 -2.454 -0.320
N: -5.524 -2.648 -1.346
C: -6.813 -3.215 -0.950
C: -6.675 -3.306 0.585
N: -5.311 -2.825 0.805
H: -5.248 -2.477 -2.296
H: -6.964 -4.191 -1.408
H: -7.631 -2.562 -1.251
H: -6.791 -4.326 0.948
H: -7.396 -2.672 1.100
H: -4.856 -2.794 1.699

Here is C28H30BrClIN4O4Tl as an isolated structure from the OMol25 dataset. Energies are from ωB97M-V/def2-TZVPD.

The calculation puts the calculated total energy at -5109.4045 Ha. As for the total charge: 0. For the energy above the lowest of the compared OMol25 structures with the same formula, charge and spin, the calculation gives 0.0 kJ/mol.

Positions of all 70 atoms, in Å:
Tl: 0.636 1.876 0.228
Cl: 1.503 5.265 6.481
C: 1.737 4.349 5.021
C: 2.954 3.790 4.763
C: 3.173 3.048 3.590
I: 5.049 2.219 3.236
C: 2.186 2.856 2.637
O: 2.374 2.198 1.536
C: 0.905 3.445 2.933
N: -0.078 3.240 2.019
C: -1.282 3.721 2.213
C: -1.597 4.481 3.352
C: -0.630 4.710 4.288
C: 0.669 4.186 4.108
H: 3.760 3.921 5.472
H: -2.024 3.485 1.462
H: -2.599 4.864 3.476
H: -0.845 5.286 5.177
C: -3.476 -5.050 -0.568
C: -2.943 -4.295 0.650
C: -2.177 -5.288 1.534
C: -4.138 -3.740 1.435
C: -2.015 -3.145 0.254
C: -1.445 -2.348 1.236
C: -0.610 -1.314 0.868
Br: 0.179 -0.258 2.250
C: -0.291 -0.985 -0.454
O: 0.507 0.020 -0.786
C: -0.861 -1.800 -1.457
C: -1.696 -2.844 -1.071
C: -0.566 -1.515 -2.936
C: -1.301 -2.487 -3.863
C: 0.938 -1.658 -3.226
C: -1.030 -0.094 -3.293
H: -4.129 -5.860 -0.235
H: -2.669 -5.494 -1.154
H: -4.060 -4.399 -1.223
H: -2.823 -6.122 1.817
H: -1.820 -4.814 2.451
H: -1.310 -5.688 1.004
H: -4.815 -4.549 1.718
H: -4.694 -3.019 0.832
H: -3.818 -3.236 2.349
H: -1.640 -2.522 2.287
H: -2.128 -3.454 -1.846
H: -1.010 -3.524 -3.682
H: -1.045 -2.247 -4.897
H: -2.386 -2.407 -3.765
H: 1.279 -2.666 -2.979
H: 1.527 -0.945 -2.653
H: 1.122 -1.491 -4.290
H: -2.095 0.027 -3.082
H: -0.868 0.093 -4.358
H: -0.481 0.652 -2.722
O: -1.704 2.117 -0.353
C: -1.393 3.001 -1.179
O: -0.210 3.425 -1.316
H: -2.174 3.439 -1.811
N: 5.712 0.375 -1.487
C: 4.646 1.168 -1.795
C: 3.532 1.242 -0.945
N: 2.500 1.999 -1.260
C: 2.518 2.689 -2.407
C: 3.623 2.596 -3.228
N: 4.684 1.849 -2.934
H: 5.817 0.013 -0.557
H: 6.534 0.470 -2.056
H: 3.495 0.705 -0.006
H: 1.654 3.291 -2.642
H: 3.660 3.149 -4.159

Here is C28H30Cl4GeNPdSSi as an isolated structure from the OMol25 dataset. Energies are from ωB97M-V/def2-TZVPD.

The calculation puts the calculated total energy at -5873.0976 Ha. As for the total charge: -1. For the energy above the lowest of the compared OMol25 structures with the same formula, charge and spin, the calculation gives 49.9 kJ/mol.

Positions of all 67 atoms, in Å:
Pd: -0.203 -0.102 0.287
Cl: 2.480 0.580 0.063
C: 2.970 0.362 1.694
C: 4.323 0.430 1.973
C: 4.786 0.265 3.267
C: 3.885 0.020 4.291
C: 2.542 -0.053 4.003
Cl: 1.439 -0.361 5.296
C: 2.027 0.109 2.703
S: 0.328 -0.034 2.511
H: 5.004 0.603 1.154
H: 5.842 0.325 3.480
H: 4.211 -0.124 5.311
Cl: -4.340 0.808 -1.719
C: -3.083 0.100 -0.702
Cl: -1.608 -0.169 -1.628
H: -3.419 -0.864 -0.321
H: -2.862 0.820 0.095
Ge: -0.222 2.229 0.278
C: -2.001 3.124 0.406
C: -2.448 4.008 -0.566
C: -3.720 4.546 -0.515
C: -4.577 4.210 0.519
C: -4.146 3.335 1.503
C: -2.874 2.793 1.436
C: 0.967 3.202 1.544
C: 0.705 3.211 2.908
C: 1.603 3.755 3.805
C: 2.786 4.311 3.350
C: 3.053 4.329 1.993
C: 2.154 3.773 1.103
H: 0.265 2.882 -1.053
H: -1.776 4.263 -1.372
H: -4.052 5.218 -1.294
H: -5.578 4.623 0.553
H: -4.811 3.060 2.311
H: -2.547 2.092 2.199
H: -0.211 2.767 3.278
H: 1.397 3.725 4.867
H: 3.500 4.723 4.050
H: 3.975 4.764 1.631
H: 2.371 3.764 0.042
C: 1.151 -1.655 -2.228
Si: 1.136 -2.773 -0.650
C: 2.885 -2.649 0.159
C: 1.111 -4.575 -1.303
N: -0.143 -2.256 0.340
C: -1.187 -2.851 0.951
C: -2.175 -2.069 1.590
C: -3.279 -2.638 2.186
C: -3.477 -4.008 2.138
C: -2.510 -4.799 1.533
C: -1.380 -4.245 0.978
H: 2.070 -1.762 -2.797
H: 1.065 -0.594 -1.973
H: 0.327 -1.902 -2.895
H: 3.370 -3.620 0.145
H: 2.836 -2.321 1.193
H: 3.522 -1.949 -0.372
H: 1.876 -4.722 -2.060
H: 0.159 -4.850 -1.743
H: 1.318 -5.277 -0.501
H: -2.033 -0.986 1.667
H: -3.996 -1.996 2.686
H: -4.353 -4.449 2.590
H: -2.640 -5.876 1.502
H: -0.613 -4.875 0.558

Here is C28H30F6N2O2PTi as an isolated structure from the OMol25 dataset. Energies are from ωB97M-V/def2-TZVPD.

The calculation puts the calculated total energy at -3134.6134 Ha. As for the total charge: +2. The spin multiplicity is 2. For the energy above the lowest of the compared OMol25 structures with the same formula, charge and spin, the calculation gives 12.6 kJ/mol.

Positions of all 70 atoms, in Å:
Ti: -0.227 0.455 -0.027
C: 2.812 0.437 -3.706
C: 2.206 0.888 -2.378
C: 2.808 2.205 -1.899
C: 2.338 -0.242 -1.357
C: 3.789 -0.592 -1.016
O: 3.846 -0.525 0.434
C: 2.688 -0.110 0.893
N: 1.764 0.106 0.007
C: 2.653 0.041 2.372
C: 3.897 0.032 3.003
C: 3.997 0.130 4.383
C: 2.850 0.221 5.148
C: 1.605 0.232 4.532
C: 1.486 0.157 3.150
P: -0.200 0.268 2.484
C: -0.492 2.066 2.314
C: -1.801 2.542 2.158
C: -2.029 3.894 1.955
C: -0.957 4.781 1.895
C: 0.344 4.317 2.046
C: 0.578 2.963 2.258
C: -1.334 -0.385 3.704
C: -1.903 0.418 4.693
C: -2.711 -0.159 5.661
C: -2.939 -1.529 5.651
C: -2.361 -2.332 4.677
C: -1.560 -1.763 3.700
H: 2.710 1.220 -4.457
H: 2.324 -0.459 -4.093
H: 3.881 0.227 -3.611
H: 1.135 1.028 -2.558
H: 3.898 2.174 -1.864
H: 2.462 2.488 -0.900
H: 2.547 3.012 -2.584
H: 1.805 -1.122 -1.716
H: 4.512 0.122 -1.397
H: 4.079 -1.598 -1.303
H: 4.796 -0.058 2.413
H: 4.971 0.122 4.852
H: 2.913 0.283 6.226
H: 0.715 0.296 5.144
H: -2.645 1.865 2.212
H: -3.044 4.259 1.860
H: -1.138 5.837 1.747
H: 1.176 5.009 2.023
H: 1.594 2.616 2.401
H: -1.715 1.483 4.722
H: -3.155 0.460 6.429
H: -3.570 -1.972 6.411
H: -2.535 -3.399 4.674
H: -1.112 -2.397 2.945
C: -2.145 -1.800 -2.897
C: -1.874 -1.183 -1.545
O: -0.787 -0.269 -1.589
C: -1.550 -2.310 -0.484
F: -0.214 -2.295 -0.250
F: -1.879 -3.515 -0.910
F: -2.146 -2.109 0.699
C: -3.050 -0.320 -1.067
F: -3.391 0.600 -1.951
F: -4.109 -1.004 -0.697
F: -2.597 0.405 0.066
H: -1.277 -2.377 -3.210
H: -2.328 -1.010 -3.623
H: -3.009 -2.461 -2.860
N: -0.558 2.481 -0.811
H: -1.526 2.774 -0.698
H: -0.365 2.520 -1.810
H: 0.002 3.211 -0.373

Here is C28H30MnN7S3Se2 as an isolated structure from the OMol25 dataset. Energies are from ωB97M-V/def2-TZVPD.

The calculation puts the calculated total energy at -8615.8827 Ha. As for the total charge: +3. The spin multiplicity is 4. For the energy above the lowest of the compared OMol25 structures with the same formula, charge and spin, the calculation gives 63.1 kJ/mol.

Positions of all 71 atoms, in Å:
Mn: 0.582 0.120 1.078
Se: 1.230 2.956 1.634
Se: 2.204 1.606 3.258
C: 3.174 0.338 2.161
C: 4.475 0.054 2.535
C: 5.182 -0.893 1.807
C: 4.569 -1.499 0.719
C: 3.269 -1.160 0.416
N: 2.570 -0.263 1.125
C: -0.646 2.502 1.841
C: -1.514 3.476 2.294
C: -2.863 3.164 2.396
C: -3.282 1.894 2.034
C: -2.347 0.984 1.581
N: -1.043 1.272 1.483
H: 4.919 0.568 3.377
H: 6.198 -1.146 2.081
H: 5.089 -2.236 0.121
H: 2.743 -1.637 -0.401
H: -1.136 4.452 2.563
H: -3.572 3.900 2.756
H: -4.322 1.604 2.101
H: -2.651 -0.001 1.254
C: 3.464 1.326 -3.488
N: 2.624 0.146 -3.202
C: 2.842 -1.112 -3.730
C: 1.852 -1.909 -3.282
N: 1.046 -1.130 -2.465
C: 1.531 0.123 -2.438
S: 0.932 1.452 -1.479
C: -0.173 -1.605 -1.858
C: -1.099 -2.210 -2.678
C: -2.250 -2.720 -2.098
C: -2.390 -2.623 -0.724
C: -1.396 -1.994 0.003
N: -0.296 -1.455 -0.544
H: 3.692 1.341 -4.550
H: 4.388 1.271 -2.919
H: 2.921 2.227 -3.223
H: 3.677 -1.330 -4.377
H: 1.649 -2.952 -3.464
H: -0.928 -2.271 -3.745
H: -3.011 -3.187 -2.710
H: -3.256 -3.028 -0.218
H: -1.451 -1.936 1.083
C: -1.091 -4.834 4.502
N: -0.381 -3.737 3.825
C: -0.735 -2.487 3.564
S: 0.541 -1.485 2.911
N: -1.931 -1.941 3.799
C: -3.174 -2.468 4.394
H: -0.404 -5.673 4.548
H: -1.965 -5.151 3.941
H: -1.366 -4.566 5.519
H: 0.578 -3.922 3.579
H: -1.927 -0.945 3.657
H: -3.127 -3.531 4.551
H: -4.006 -2.260 3.726
H: -3.358 -1.982 5.349
S: -1.090 1.558 -2.007
C: -1.132 2.978 -3.054
C: -0.925 2.845 -4.427
C: -1.021 3.966 -5.236
C: -1.326 5.202 -4.677
C: -1.539 5.329 -3.309
C: -1.441 4.215 -2.487
H: -0.711 1.872 -4.854
H: -0.870 3.875 -6.304
H: -1.405 6.075 -5.314
H: -1.787 6.294 -2.885
H: -1.609 4.296 -1.420

Here is C28H30N4O2S2W as an isolated structure from the OMol25 dataset. Energies are from ωB97M-V/def2-TZVPD.

The calculation puts the calculated total energy at -2317.4984 Ha. As for the total charge: +2. The spin multiplicity is 3.

Positions of all 67 atoms, in Å:
W: 0.250 0.274 0.005
C: 3.138 -0.511 -0.922
N: 2.497 0.429 0.067
C: 2.761 1.844 -0.364
C: 1.820 2.787 0.358
N: 0.405 2.520 -0.071
C: -0.541 3.149 0.919
C: 0.183 3.080 -1.419
C: 0.111 4.455 -1.613
C: -0.110 4.981 -2.874
C: -0.246 4.135 -3.967
C: -0.144 2.767 -3.792
C: 0.066 2.232 -2.521
S: 0.285 0.484 -2.377
C: 3.059 0.206 1.415
C: 4.434 0.118 1.600
C: 4.964 -0.112 2.857
C: 4.122 -0.243 3.955
C: 2.755 -0.123 3.787
C: 2.214 0.098 2.520
S: 0.470 0.349 2.389
H: 3.812 -1.199 -0.421
H: 3.717 0.042 -1.659
H: 2.384 -1.080 -1.458
H: 2.589 1.916 -1.438
H: 3.796 2.123 -0.160
H: 2.098 3.822 0.153
H: 1.895 2.617 1.431
H: -1.138 3.925 0.450
H: 0.011 3.603 1.739
H: -1.206 2.405 1.346
H: 0.234 5.132 -0.776
H: -0.169 6.053 -3.004
H: -0.422 4.541 -4.953
H: -0.213 2.092 -4.635
H: 5.106 0.231 0.757
H: 6.036 -0.182 2.982
H: 4.531 -0.429 4.938
H: 2.085 -0.188 4.634
O: -6.266 -2.101 0.324
C: -6.068 -0.752 -0.011
C: -4.597 -0.483 -0.084
C: -4.102 0.789 -0.372
C: -2.745 0.994 -0.370
N: -1.854 0.019 -0.111
C: -2.325 -1.241 0.052
C: -3.680 -1.509 0.105
C: -1.288 -2.283 0.139
C: -1.575 -3.639 0.155
C: -0.547 -4.565 0.250
C: -0.774 -6.057 0.173
O: -0.150 -6.550 -0.995
C: 0.753 -4.076 0.387
C: 0.973 -2.722 0.353
N: -0.016 -1.825 0.176
H: -7.204 -2.272 0.456
H: -6.511 -0.076 0.730
H: -6.510 -0.501 -0.984
H: -4.774 1.608 -0.591
H: -2.341 1.971 -0.597
H: -4.052 -2.504 0.294
H: -2.602 -3.969 0.093
H: -1.839 -6.287 0.211
H: -0.287 -6.530 1.027
H: -0.798 -6.690 -1.692
H: 1.577 -4.766 0.510
H: 1.968 -2.324 0.495

no.,largest force on an atom (eV Å⁻¹)
1,0.4
2,0.9
3,0.4
4,1.6
5,1.1
6,0.6
7,0.9